Record 1
This record from the Open Molecules 2025 dataset describes a molecular structure, C19H20BrIrN3S. The level of theory is ωB97M-V/def2-TZVPD.

Largest force on an atom (eV/Å): 0.51
Energy (hartree): -3976.76072
2S+1: 5
Highest occupied orbital energy (spin up / spin down) (eV): -2.648 / -4.099
Net charge: -1

Geometry as XYZ:
```
45
Properties=species:S:1:pos:R:3:lowdin_charge:R:1
Ir -0.16205 0.51764 -0.67593 0.777
Br -2.08535 0.88479 -2.74158 0.715
C -0.97575 0.02877 -4.03645 -0.595
C -1.46226 -0.04239 -5.30781 -0.161
C -0.70339 -0.67852 -6.30987 -0.106
C 0.50186 -1.22993 -5.99880 -0.061
C 1.01789 -1.16654 -4.67954 -0.182
C 2.26468 -1.75139 -4.37408 -0.076
C 2.75503 -1.67812 -3.10039 -0.105
C 2.03263 -1.01841 -2.09209 -0.157
C 0.80547 -0.41520 -2.30656 -0.304
C 0.28048 -0.50865 -3.63886 -0.235
H -2.42915 0.38425 -5.53855 0.085
H -1.09031 -0.72894 -7.32045 0.094
H 1.09023 -1.73176 -6.75953 0.102
H 2.81531 -2.25409 -5.16187 0.097
H 3.71266 -2.12957 -2.86230 0.092
H 2.46001 -0.96942 -1.09688 0.069
C 0.58731 -2.85490 1.30147 -0.068
C 0.53007 -1.42453 1.85950 -0.756
C 1.85195 -1.08952 2.56779 -0.062
C -0.63278 -1.30888 2.85790 -0.062
N 0.34304 -0.50506 0.79020 -0.196
H 0.68510 -3.58813 2.10877 0.072
H 1.43869 -2.95610 0.62641 0.068
H -0.32278 -3.06802 0.73824 0.074
H 2.05349 -1.80537 3.37059 0.073
H 1.80490 -0.07792 2.97277 0.054
H 2.67173 -1.12500 1.84795 0.072
H -0.44526 -1.91017 3.75363 0.073
H -1.56038 -1.64988 2.39362 0.074
H -0.75910 -0.26580 3.15106 0.055
C -3.33366 3.53223 3.82836 -0.047
C -1.94795 3.11101 3.42885 -0.359
C -1.01576 2.68223 4.36387 -0.051
C 0.21631 2.29814 3.86570 -0.177
N 0.51980 2.32360 2.57871 0.047
C -0.44622 2.73908 1.73722 -0.833
S -0.09518 2.80024 0.01507 0.400
N -1.66793 3.14258 2.13162 0.086
H -3.36174 3.88913 4.85844 0.067
H -4.01455 2.68246 3.74229 0.079
H -3.68997 4.31030 3.15603 0.073
H -1.23896 2.65500 5.42235 0.095
H 1.00185 1.95077 4.53312 0.101
```

---

Record 2
This record from the Open Molecules 2025 dataset describes a single C19H20Cl2N2O2 molecule. The level of theory is ωB97M-V/def2-TZVPD.

Largest force on an atom (eV/Å): 0.68
Energy (hartree): -1916.46797
SMILES: CC(=O)N[C@H](CC(=O)N[C@@H](C)c1ccc(Cl)cc1Cl)c1ccccc1
Highest occupied orbital energy (eV): -9.110

Geometry as XYZ:
```
45
Properties=species:S:1:pos:R:3:lowdin_charge:R:1
C -0.60918 -2.78033 -0.15539 0.007
C -1.30388 -1.50320 0.27610 -0.534
O -1.22964 -1.07833 1.41505 0.017
N -1.96485 -0.90323 -0.73161 0.123
C -2.79479 0.29761 -0.70816 -0.243
C -2.31016 1.32832 0.31912 -0.040
C -0.88442 1.74982 -0.01330 -0.481
O -0.59692 2.28122 -1.06689 0.069
N 0.00827 1.50678 0.96598 0.105
C 1.40404 1.86206 0.84539 -0.339
C 1.89217 2.50014 2.14801 -0.026
C 2.28717 0.68297 0.49664 -0.187
C 2.00333 -0.59696 0.95730 -0.018
C 2.82065 -1.67298 0.66132 -0.102
C 3.95328 -1.47241 -0.10979 -0.674
Cl 4.98141 -2.80457 -0.49563 0.679
C 4.27480 -0.20864 -0.57484 -0.128
C 3.44307 0.85504 -0.26274 -0.587
Cl 3.88812 2.41984 -0.84150 0.739
C -4.24578 -0.05018 -0.45718 -0.186
C -5.24283 0.47240 -1.26945 -0.037
C -6.57212 0.17193 -1.02875 -0.084
C -6.91610 -0.65809 0.02433 -0.092
C -5.92627 -1.18234 0.83842 -0.076
C -4.59780 -0.87838 0.60121 -0.026
H 0.21022 -2.53696 -0.82911 0.084
H -1.30327 -3.44368 -0.66606 0.083
H -0.20899 -3.28411 0.71961 0.084
H -1.96444 -1.38328 -1.61794 0.151
H -2.69543 0.75669 -1.69940 0.151
H -2.95160 2.20738 0.23067 0.139
H -2.38592 0.92691 1.32639 0.111
H -0.27377 0.93466 1.74780 0.126
H 1.45129 2.59255 0.02987 0.114
H 2.92129 2.83006 2.03792 0.074
H 1.27278 3.35768 2.39763 0.083
H 1.84223 1.77746 2.95981 0.084
H 1.11930 -0.76511 1.55193 0.101
H 2.58413 -2.65852 1.02910 0.105
H 5.16002 -0.05013 -1.16942 0.104
H -4.97614 1.12047 -2.09216 0.113
H -7.34002 0.58483 -1.66612 0.102
H -7.95303 -0.89498 0.21082 0.101
H -6.18970 -1.82819 1.66299 0.103
H -3.82941 -1.28404 1.24180 0.109
```

---

Record 3
This record from the Open Molecules 2025 dataset describes a molecular structure, C19H20Cl5N8O7RbSe. The level of theory is ωB97M-V/def2-TZVPD.

Largest force on an atom (eV/Å): 0.42
Energy (hartree): -6426.71418
Highest occupied orbital energy (eV): -2.768
Net charge: -2

Geometry as XYZ:
```
61
Properties=species:S:1:pos:R:3:lowdin_charge:R:1
Rb -0.84555 1.75020 0.77885 0.832
C 2.65257 -0.40266 1.45751 -0.107
O 1.40200 -0.18090 2.08456 -0.240
C 1.36222 -0.74612 3.37413 -0.218
C 0.06975 -0.35617 4.05813 -0.171
O -1.10401 -0.58048 3.29131 -0.139
C -1.39160 -1.91301 2.94603 -0.172
C -0.77278 -2.34411 1.63099 -0.104
O -1.08901 -1.23861 0.68603 -0.154
C -0.60693 -1.02623 -0.45539 -0.180
H 3.43463 0.17144 1.96934 0.070
H 2.54642 -0.10503 0.41447 0.085
H 2.91582 -1.46722 1.45585 0.067
H 2.18929 -0.36564 3.98905 0.116
H 1.47513 -1.83904 3.30491 0.122
H 0.07627 0.71371 4.25339 0.095
H 0.00402 -0.89759 5.01268 0.129
H -2.47822 -1.98246 2.86529 0.135
H -1.06022 -2.61592 3.72191 0.136
H -1.21339 -3.26918 1.27427 0.098
H 0.30869 -2.42140 1.63408 0.092
H -1.24458 -2.00309 -2.20735 0.050
H -1.00733 -3.43165 -0.82182 0.043
H 0.67939 -1.65112 -2.22827 0.016
O -5.08936 3.66840 -3.74946 0.088
C -3.93894 3.58364 -4.36907 -0.534
O -3.77080 3.99663 -5.50337 0.041
C -2.80244 2.97405 -3.62133 -0.061
C -1.53856 2.90382 -4.15869 -0.027
N -0.75484 2.33796 -3.22666 -0.003
N -1.41827 2.01783 -2.11109 0.044
C -2.67106 2.38780 -2.32707 -0.141
C -3.71594 2.15360 -1.24704 -0.613
O -4.85344 2.65576 -1.48227 -0.010
O -3.37320 1.51196 -0.24874 -0.122
H -5.01708 3.27822 -2.77940 0.045
H -1.17821 3.21583 -5.12360 0.127
H 0.22131 2.11144 -3.29210 0.150
N 3.88821 2.91264 0.81719 0.113
N 2.88924 3.55899 0.10942 -0.276
N 3.14558 4.56363 -0.70439 0.116
C 1.93484 4.86946 -1.13083 -0.222
N 0.98524 4.07533 -0.60119 0.009
N 1.61400 3.25102 0.18692 -0.007
H 3.76918 1.91865 0.65621 0.060
H 3.74306 3.07572 1.82184 -0.062
H 1.73019 5.66527 -1.82493 0.095
Cl -0.08566 -2.57127 -1.53682 0.559
C 0.11820 -3.74106 -2.95077 -0.251
C 1.42180 -2.97645 -0.54378 -0.248
C 1.39531 -4.19949 -0.02957 -0.810
Cl 2.71758 -4.60711 1.13696 0.516
C 0.41388 -5.27964 -0.14109 -0.753
Cl -0.06766 -6.00220 1.37823 0.608
C -0.19418 -5.65256 -1.28120 -0.765
Cl -1.42963 -6.88661 -1.23363 0.609
C 0.02064 -5.01941 -2.57909 -0.826
Cl 0.20386 -6.20700 -3.90991 0.520
Se 3.32450 2.80407 4.17175 0.411
C 1.58335 2.90676 3.64298 -0.953
N 0.47671 2.94661 3.29563 -0.030
```

---

Record 4
This record from the Open Molecules 2025 dataset describes a molecular structure, C19H20CsN3O3S2. The level of theory is ωB97M-V/def2-TZVPD.

Largest force on an atom (eV/Å): 2.92
Energy (hartree): -1942.57925
Highest occupied orbital energy (eV): -1.509
Net charge: -2

Geometry as XYZ:
```
48
Properties=species:S:1:pos:R:3:lowdin_charge:R:1
Cs -0.29663 0.43682 -0.64884 1.293
C -1.12107 -5.02044 -1.36392 -0.055
C -1.58645 -3.60950 -1.05475 -0.288
N -1.15838 -2.97136 -0.03102 0.075
N -0.36295 -3.75405 0.80021 -0.124
C 0.58767 -3.24006 1.49116 -1.196
S 1.37071 -1.72336 1.59421 0.299
S 1.39881 -4.44083 2.61903 0.780
C 0.63081 -6.02879 2.21627 -0.474
C -0.64108 -6.40917 2.94287 -0.272
C -0.92110 -7.75679 3.16644 -0.070
C -2.09765 -8.15947 3.78992 -0.119
C -3.02466 -7.20965 4.19810 -0.125
C -2.75912 -5.86146 3.97433 -0.088
C -1.57879 -5.46404 3.35607 -0.044
C -2.62578 -3.00646 -1.93726 -0.126
C -3.70722 -3.79230 -2.32637 -0.093
C -4.75845 -3.30245 -3.09539 -0.161
C -4.71070 -1.96065 -3.48954 -0.152
C -3.63907 -1.15774 -3.15175 -0.045
C -2.51343 -1.64816 -2.40999 -0.430
O -1.48266 -0.92793 -2.19613 -0.534
H -0.04432 -5.09973 -1.21874 0.063
H -1.37416 -5.28804 -2.39000 0.066
H -1.59050 -5.73965 -0.68345 0.075
H 1.39446 -6.78987 2.38963 0.059
H 0.41671 -5.97061 1.14496 0.061
H -0.20007 -8.50485 2.84782 0.101
H -2.29020 -9.21525 3.95504 0.087
H -3.94707 -7.51656 4.68015 0.086
H -3.48010 -5.10899 4.27743 0.097
H -1.37696 -4.41353 3.17551 0.098
H -3.74386 -4.82556 -1.98471 0.097
H -5.59156 -3.93780 -3.36796 0.066
H -5.53057 -1.54253 -4.06708 0.079
H -3.59907 -0.11829 -3.46059 0.096
N 1.75162 2.17736 1.33293 -0.034
C 2.04058 3.56537 0.96285 -0.292
C 0.75424 4.34391 0.65855 -0.139
C 0.23006 4.08901 -0.77191 -0.732
O 0.26714 5.06484 -1.55292 -0.073
O -0.15059 2.90293 -1.00614 -0.426
H 1.22487 2.13060 2.19540 0.063
H 2.58685 1.62069 1.45606 0.057
H 2.65814 3.54977 0.06177 0.112
H 2.61631 4.09819 1.72861 0.085
H 0.93300 5.41370 0.76429 0.091
H -0.01469 4.04439 1.38146 0.103
```

---

How do the records compare in energy above the lowest of the compared OMol25 structures with the same formula, charge and spin? In the order shown, they have 0.0 0.1 383.3 18.9 kcal/mol.